{"formula": "C78H110F12N18O28S13", "method": "ωB97M-V/def2-TZVPD", "mol_weight_g_mol": 2392.68, "orbital_gap_ev": 6.01, "total_energy_ev": -340239.2128, "charge": 4, "e_homo_ev": -15.207, "species": ["S", "O", "O", "O", "O", "C", "N", "C", "C", "C", "C", "C", "C", "C", "C", "N", "C", "C", "C", "H", "H", "H", "H", "H", "H", "H", "H", "H", "H", "H", "H", "H", "H", "C", "N", "C", "C", "C", "C", "C", "C", "C", "C", "N", "C", "C", "C", "H", "H", "H", "H", "H", "H", "H", "H", "H", "H", "H", "H", "H", "H", "C", "N", "C", "C", "C", "C", "C", "C", "C", "C", "N", "C", "C", "C", "H", "H", "H", "H", "H", "H", "H", "H", "H", "H", "H", "H", "H", "H", "C", "N", "C", "C", "C", "C", "C", "C", "C", "C", "N", "C", "C", "C", "H", "H", "H", "H", "H", "H", "H", "H", "H", "H", "H", "H", "H", "H", "C", "N", "C", "C", "C", "C", "C", "C", "C", "C", "N", "C", "C", "C", "H", "H", "H", "H", "H", "H", "H", "H", "H", "H", "H", "H", "H", "H", "C", "C", "C", "N", "C", "C", "C", "C", "C", "C", "H", "H", "H", "H", "H", "H", "H", "H", "H", "H", "H", "H", "H", "H", "H", "H", "H", "H", "H", "H", "C", "C", "C", "N", "C", "C", "C", "C", "C", "C", "H", "H", "H", "H", "H", "H", "H", "H", "H", "H", "H", "H", "H", "H", "H", "H", "H", "H", "H", "H", "N", "S", "O", "O", "F", "S", "O", "O", "F", "N", "S", "O", "O", "F", "S", "O", "O", "F", "N", "S", "O", "O", "F", "S", "O", "O", "F", "N", "S", "O", "O", "F", "S", "O", "O", "F", "N", "S", "O", "O", "F", "S", "O", "O", "F", "N", "S", "O", "O", "F", "S", "O", "O", "F"], "positions_angstrom": [[-10.634900, 6.196160, -18.367200], [-10.815680, 5.573700, -19.642970], [-11.229410, 5.277620, -17.403480], [-9.130240, 6.228880, -18.148150], [-11.167750, 7.536250, -18.204950], [-10.721640, 15.558380, -16.594090], [-11.019110, 14.164730, -16.115880], [-10.136670, 13.207570, -16.450490], [-10.361370, 11.879520, -16.012580], [-11.464320, 11.616410, -15.169140], [-12.312030, 12.693880, -14.869460], [-12.073350, 13.978020, -15.324260], [-11.774580, 10.245530, -14.671510], [-11.631260, 9.158310, -15.531680], [-11.978850, 7.906580, -15.154880], [-12.389390, 7.735130, -13.902900], [-12.499430, 8.752950, -12.953230], [-12.293850, 10.045630, -13.372780], [-12.833330, 6.356640, -13.502420], [-10.717840, 15.524550, -17.683560], [-9.744100, 15.685900, -16.129050], [-11.433110, 16.236240, -16.122460], [-9.205530, 13.329950, -16.983770], [-9.617720, 11.099770, -16.085890], [-13.263800, 12.578680, -14.372200], [-12.685070, 14.830850, -15.069540], [-11.251330, 9.192100, -16.542080], [-11.783960, 6.982250, -15.678350], [-12.883010, 8.403630, -12.006010], [-12.477900, 10.835470, -12.659560], [-13.917230, 6.413490, -13.402260], [-12.388700, 5.933360, -12.601730], [-12.528870, 5.677710, -14.298940], [-18.038450, 2.708140, -11.021020], [-17.245110, 2.646010, -12.256800], [-16.009770, 2.360410, -12.092380], [-15.131740, 2.371410, -13.208000], [-15.727210, 2.495130, -14.505640], [-17.094910, 2.536870, -14.587600], [-17.887330, 2.653060, -13.449970], [-14.751300, 2.372800, -15.591390], [-14.549470, 3.483370, -16.435760], [-13.612050, 3.444410, -17.489640], [-12.977070, 2.287870, -17.752060], [-13.118770, 1.195000, -16.920620], [-14.098020, 1.179300, -15.923000], [-11.885600, 2.386290, -18.790530], [-19.077140, 2.939200, -11.257300], [-17.524080, 3.440160, -10.398380], [-17.936500, 1.796380, -10.432470], [-15.653640, 2.159930, -11.092690], [-14.098040, 2.058630, -13.212820], [-17.581020, 2.441980, -15.547330], [-18.956850, 2.789300, -13.513030], [-14.982360, 4.447430, -16.213060], [-13.309690, 4.263060, -18.125870], [-12.811570, 0.227530, -17.289450], [-14.107030, 0.261160, -15.354370], [-10.988010, 2.826390, -18.356090], [-12.255830, 2.936760, -19.655410], [-11.794290, 1.334180, -19.060400], [-5.778900, 9.683250, -15.641360], [-6.766430, 9.967170, -16.694630], [-6.770350, 11.185870, -17.232340], [-7.572330, 11.506910, -18.255310], [-8.290260, 10.413110, -18.924450], [-8.199980, 9.120460, -18.415440], [-7.464590, 8.910480, -17.265110], [-8.987480, 10.607380, -20.271640], [-10.066000, 9.814540, -20.600760], [-10.794380, 10.127040, -21.810480], [-10.422560, 11.082990, -22.677590], [-9.334840, 11.791720, -22.419190], [-8.633110, 11.603870, -21.223100], [-11.373570, 11.567840, -23.784130], [-5.265270, 8.819270, -16.063050], [-6.261670, 9.468400, -14.688020], [-5.186870, 10.574750, -15.434380], [-6.111260, 11.864340, -16.711100], [-7.491000, 12.501850, -18.667480], [-8.946760, 8.406600, -18.730260], [-7.514330, 8.023310, -16.651230], [-10.441650, 9.215970, -19.784060], [-11.652980, 9.511390, -22.034500], [-9.114960, 12.564590, -23.140800], [-7.759050, 12.184230, -20.966970], [-12.181550, 10.837910, -23.833740], [-10.844300, 11.749310, -24.719570], [-11.787170, 12.533850, -23.494540], [-9.163610, 8.938770, -26.951620], [-8.745010, 8.043900, -25.803320], [-8.467720, 6.735250, -26.075330], [-8.119200, 5.867390, -24.996690], [-8.093460, 6.320080, -23.702720], [-8.493450, 7.660060, -23.469740], [-8.788300, 8.536230, -24.575690], [-7.715790, 5.386990, -22.631290], [-6.521580, 4.682770, -22.705310], [-6.161450, 3.832200, -21.688350], [-6.960410, 3.687590, -20.575380], [-8.058290, 4.485290, -20.457430], [-8.407440, 5.411860, -21.456380], [-6.488240, 2.885470, -19.453380], [-8.331080, 8.849760, -27.649540], [-9.447720, 9.941020, -26.630890], [-9.963920, 8.347590, -27.396700], [-8.593420, 6.395070, -27.092620], [-7.863810, 4.825360, -25.120560], [-8.347530, 7.990040, -22.451780], [-9.007840, 9.582150, -24.419980], [-5.790980, 4.853250, -23.482210], [-5.320900, 3.160240, -21.779620], [-8.751750, 4.473940, -19.629550], [-9.322730, 5.949710, -21.257980], [-5.610230, 3.331880, -18.986560], [-6.260670, 1.860370, -19.745740], [-7.354780, 2.710560, -18.815720], [-0.668390, 5.454600, -16.470340], [-1.955560, 5.017280, -16.184780], [-2.316700, 3.729330, -16.243040], [-3.669120, 3.350000, -16.240750], [-4.658020, 4.324340, -16.079320], [-4.301350, 5.697120, -15.970350], [-2.934960, 5.997650, -16.022810], [-6.090000, 4.023980, -15.776730], [-7.193860, 4.791870, -16.157160], [-8.504770, 4.381350, -15.825370], [-8.798660, 3.172070, -15.095660], [-7.743980, 2.508130, -14.629250], [-6.345950, 2.889210, -14.937300], [-10.239100, 2.896500, -14.769790], [-0.749100, 6.326740, -17.119160], [-0.054140, 4.637370, -16.848390], [-0.309740, 5.610300, -15.452880], [-1.467330, 3.132270, -16.540550], [-3.903360, 2.299910, -16.334700], [-4.976270, 6.531240, -15.847290], [-2.623930, 7.028130, -16.110910], [-7.082180, 5.824820, -16.452040], [-9.366690, 5.000750, -16.024940], [-8.021790, 1.836850, -13.830130], [-5.527320, 2.482850, -14.361880], [-10.331030, 1.858730, -14.449360], [-10.769360, 2.928620, -15.721570], [-10.615160, 3.733330, -14.181230], [-17.625250, 5.690070, -22.088030], [-16.487910, 6.730340, -21.749610], [-15.874050, 6.334970, -20.352710], [-14.706690, 7.383090, -19.911260], [-15.220590, 8.821890, -20.101170], [-16.497160, 9.179000, -19.391260], [-16.155230, 8.948340, -17.869020], [-15.706040, 7.567520, -17.625680], [-14.428320, 7.188120, -18.403940], [-13.426150, 7.166720, -20.759600], [-18.041190, 5.903960, -23.072580], [-18.399830, 5.811130, -21.330750], [-17.142860, 4.712630, -22.085200], [-16.812640, 7.760330, -21.897150], [-15.839070, 6.528460, -22.601870], [-15.335070, 5.394680, -20.468750], [-16.666570, 6.143690, -19.629230], [-15.191730, 8.843950, -21.190570], [-14.395760, 9.483300, -19.836080], [-17.371610, 8.564590, -19.605590], [-16.775350, 10.216380, -19.577180], [-17.062050, 9.160040, -17.302480], [-15.373200, 9.638290, -17.552010], [-16.528540, 6.852280, -17.631570], [-15.542930, 7.721890, -16.559070], [-14.340590, 6.121760, -18.195890], [-13.508650, 7.757350, -18.268720], [-12.666940, 7.703170, -20.190460], [-13.559530, 7.587550, -21.756210], [-13.209360, 6.099110, -20.795880], [-11.625240, -2.996150, -24.808720], [-11.208870, -2.730090, -23.315470], [-11.503100, -1.394530, -22.597660], [-10.623460, -0.080590, -23.048280], [-10.838650, 0.282970, -24.611830], [-10.261880, 1.663470, -24.973500], [-10.786420, 2.832820, -24.122000], [-10.316150, 2.529030, -22.716510], [-10.833370, 1.164930, -22.167300], [-9.041850, -0.291590, -22.980670], [-10.937170, -2.482290, -25.480000], [-12.647510, -2.657950, -24.978120], [-11.755850, -4.076510, -24.870880], [-10.214480, -3.106700, -23.075780], [-11.709780, -3.493110, -22.719670], [-11.318840, -1.481730, -21.526890], [-12.560860, -1.178050, -22.747290], [-11.917450, 0.143540, -24.681350], [-10.389020, -0.532910, -25.177760], [-10.475700, 1.755790, -26.038330], [-9.176670, 1.637190, -25.072100], [-11.842440, 3.074230, -24.243040], [-10.312970, 3.718470, -24.545770], [-10.519050, 3.269120, -21.942430], [-9.235570, 2.387570, -22.737260], [-11.914360, 1.193570, -22.030390], [-10.380570, 0.939610, -21.201740], [-8.563020, 0.599020, -23.387660], [-8.865900, -1.087310, -23.704530], [-8.716030, -0.623310, -21.994820], [-12.167570, 7.849710, -23.941280], [-12.123650, 6.359110, -24.292820], [-11.433790, 6.041210, -25.494850], [-13.393090, 5.615000, -23.992450], [-11.156380, 5.776520, -23.135140], [-12.876830, 8.440350, -25.277940], [-13.717980, 7.553020, -26.108110], [-12.103380, 9.478360, -26.010300], [-13.972320, 9.253620, -24.481230], [-14.199650, 0.596290, -22.530640], [-14.766170, 1.964750, -22.453800], [-14.060840, 2.932730, -21.607450], [-16.242000, 2.093800, -22.684730], [-14.163770, 2.371830, -23.913980], [-15.126100, 0.056070, -21.136090], [-16.487210, -0.419440, -21.481910], [-14.820920, 0.523160, -19.789400], [-14.304500, -1.309440, -21.135470], [-6.946130, 6.995130, -13.942700], [-6.530400, 6.146680, -12.752120], [-6.904870, 4.778590, -12.678770], [-6.271310, 6.734710, -11.454820], [-5.066780, 5.943420, -13.241900], [-8.339280, 7.462180, -13.154800], [-8.369390, 8.521430, -12.188030], [-9.446680, 6.537380, -13.127710], [-8.860090, 8.408790, -14.312360], [-13.296450, 13.970370, -18.384820], [-14.569460, 13.333550, -18.161870], [-14.666010, 12.413720, -17.046460], [-15.373010, 13.120300, -19.353340], [-15.183090, 14.763880, -17.494700], [-12.797630, 12.719720, -19.462570], [-13.103530, 12.912800, -20.861170], [-12.801630, 11.365200, -18.966170], [-11.193400, 12.958290, -19.345550], [-3.186400, 7.915190, -20.296230], [-3.947180, 6.934110, -19.506330], [-4.315600, 5.664980, -20.111970], [-4.698800, 7.391770, -18.299950], [-2.570440, 6.391700, -18.707280], [-4.655300, 8.736110, -20.742120], [-5.001820, 9.930610, -19.975160], [-5.656780, 7.933550, -21.464930], [-3.843100, 9.535820, -22.031520], [-10.355500, -0.084500, -17.162770], [-10.019100, -1.049770, -16.058140], [-9.151150, -0.553730, -15.000290], [-9.921900, -2.499190, -16.296000], [-11.498950, -1.016520, -15.412840], [-9.149600, -0.438850, -18.287750], [-9.425260, -0.960080, -19.636450], [-7.827530, -0.599970, -17.725280], [-9.189970, 1.147360, -18.763210]], "forces_ev_per_angstrom": [[3.842, -1.484, 1.042], [-1.027, -0.129, -3.186], [-1.213, -0.685, 2.466], [-0.774, 0.622, 0.392], [-0.826, 1.930, -0.203], [0.444, -1.076, 0.870], [0.762, 1.234, -0.727], [-0.797, -3.055, 1.114], [-0.536, 1.291, 1.216], [-0.209, 0.858, -0.572], [-0.539, -0.128, -0.038], [0.440, -1.428, -0.203], [-0.447, 0.150, -0.140], [0.503, 1.027, -0.853], [0.371, -0.730, 1.573], [-0.382, -0.427, 2.508], [-0.454, -1.260, -2.283], [0.511, -0.574, 0.029], [0.118, 0.206, -0.418], [-0.063, 0.411, 0.215], [0.121, 0.819, -0.575], [0.046, -0.018, -0.499], [-0.351, 1.082, -0.252], [0.142, 0.079, -0.609], [0.106, -0.321, 0.352], [-0.092, -0.052, -0.200], [0.057, 0.525, -0.178], [-0.175, 0.127, -0.852], [0.162, 0.363, 0.160], [0.197, 0.204, -0.122], [0.050, -0.263, -0.037], [0.209, 0.782, 0.180], [-0.294, 0.128, -0.142], [0.072, 0.355, 0.841], [-4.215, -0.536, -0.014], [5.091, -0.111, -1.583], [-2.214, -0.582, -0.470], [1.729, -0.912, 2.809], [-1.356, 0.262, -0.377], [1.750, 0.286, -0.755], [-0.303, 0.508, -2.364], [1.211, -0.022, -0.333], [-0.749, -1.201, 1.043], [0.782, 0.639, 1.261], [-2.266, 0.513, -1.748], [1.646, 0.826, 0.173], [-0.993, -1.567, 0.067], [0.245, 0.071, 0.288], [-0.644, 0.439, -0.034], [-0.282, -0.327, -0.490], [-0.021, 0.114, 0.087], [0.105, 0.295, 0.701], [-0.104, 0.194, -0.103], [0.009, -0.089, 0.364], [-0.326, -0.028, -0.003], [-0.174, 0.191, 0.164], [0.966, 0.229, 0.069], [-0.578, -0.035, 0.135], [-0.255, -0.079, 0.018], [-0.088, 0.125, 0.210], [0.695, 0.221, -0.318], [-0.444, -0.326, 0.322], [-0.454, -1.794, -1.008], [0.427, 0.006, 1.437], [-1.379, -1.658, -2.873], [1.431, 1.986, -0.527], [-0.937, 1.028, 0.848], [0.204, 1.823, 1.048], [0.035, 0.869, -0.239], [-0.993, 1.591, -1.278], [0.608, -1.332, 1.709], [-1.545, -0.358, 0.056], [1.357, 0.677, 1.524], [0.355, -0.509, 0.240], [0.134, -0.266, 0.798], [0.650, 0.272, 0.645], [-0.205, -0.402, -0.200], [0.312, -0.308, -0.508], [-0.064, 0.359, -0.297], [-0.316, 0.035, -0.102], [0.630, -0.855, -0.158], [0.186, -0.283, -0.338], [-0.655, -0.856, -0.587], [-0.257, 0.293, -0.297], [0.294, 0.099, 0.128], [0.010, 0.352, -0.522], [0.285, 0.164, -0.370], [0.079, -0.620, 0.101], [0.054, -0.113, 0.467], [0.514, -2.032, -0.222], [-0.540, -0.126, -0.961], [0.159, -0.393, 2.293], [-0.271, 0.829, -1.996], [-0.877, 1.655, -0.390], [0.732, 0.178, -1.398], [0.880, -2.196, 2.978], [0.600, 1.676, 0.175], [0.575, -0.639, 0.310], [-1.029, -0.299, 0.399], [-0.141, 1.519, -1.135], [0.347, 0.406, -0.809], [-0.261, -1.811, 1.109], [-0.721, -1.157, 0.303], [-0.005, 0.779, -0.019], [0.117, -0.402, -0.069], [-0.455, 0.751, -0.059], [0.146, 0.122, -0.040], [-0.112, -0.014, -0.733], [-0.445, 0.573, -0.015], [-0.048, -0.104, -0.262], [-0.211, -0.200, -0.334], [0.237, 0.253, 0.334], [0.445, -0.391, 0.643], [-0.101, 0.168, -0.129], [-0.303, 0.215, 0.033], [0.306, 0.143, -0.521], [0.295, 0.514, 0.451], [2.327, 0.192, 0.937], [-5.528, 0.373, -0.089], [-0.531, 0.583, -1.138], [0.657, 0.519, 0.475], [-0.493, 1.553, 1.028], [2.467, -1.125, -0.175], [-0.541, -1.169, -0.582], [-0.367, -2.927, 0.931], [-1.835, -0.473, 1.203], [0.740, -1.368, 0.936], [1.680, 3.215, -1.943], [2.006, 0.867, 0.480], [-2.828, 1.060, -0.568], [0.878, -0.044, -1.299], [0.611, -0.158, 0.176], [-0.141, 0.274, -0.434], [0.984, 0.974, -0.289], [-0.322, -0.765, 0.392], [-0.104, -0.019, 0.006], [-0.203, -0.370, 0.009], [0.341, -0.098, 0.289], [-0.107, -0.258, -0.813], [-0.050, -0.056, -0.394], [0.510, -0.714, -0.271], [-0.202, -0.546, -0.141], [0.080, 0.301, 0.717], [0.077, 0.156, -0.162], [0.135, -0.503, 0.515], [0.785, 1.283, 0.790], [-0.346, -1.558, -0.419], [1.215, 1.181, -2.180], [-1.868, -1.081, 0.679], [1.076, -0.773, -1.836], [0.629, -0.301, 1.745], [-1.586, 1.761, -2.039], [0.791, 0.403, 1.401], [-1.563, -0.498, -1.027], [-1.199, 0.259, 1.245], [0.050, -0.090, 0.110], [-0.242, -0.508, -0.108], [-0.473, -0.197, 0.022], [-0.231, -0.096, 0.624], [0.943, 0.243, 0.428], [0.091, -0.026, -0.081], [0.315, 0.810, 0.310], [-0.750, 0.534, -0.040], [0.026, 0.027, 0.539], [0.188, -0.142, -0.465], [0.230, 0.003, -0.094], [0.105, 0.077, 0.207], [-0.032, 0.252, -0.063], [0.226, -0.233, -0.628], [0.949, -1.068, 0.414], [0.858, 0.005, -0.451], [-0.144, -0.118, 0.778], [0.246, -0.175, -0.226], [-0.224, -0.160, 0.107], [0.061, 0.157, -0.029], [-0.275, 0.619, 1.895], [0.226, -0.258, 0.053], [0.859, 0.577, -0.758], [2.556, 0.250, -1.195], [-0.252, -0.398, 2.201], [-1.141, -0.783, -0.898], [0.809, -0.120, -0.744], [0.105, -1.376, 0.514], [-1.511, -0.374, -0.315], [-1.987, -1.243, -0.777], [-0.153, -0.736, -0.343], [0.033, 0.489, -0.030], [0.812, 0.041, -0.653], [0.590, 0.503, -0.553], [-0.802, 0.332, 0.225], [0.172, 0.087, -0.067], [0.272, 0.702, -0.098], [-0.081, 0.688, -0.421], [0.150, 0.178, 0.185], [-0.672, 0.299, -0.093], [0.231, -0.022, 0.782], [-0.197, -0.634, 0.247], [0.258, 0.235, 0.340], [-0.311, 0.123, -0.125], [0.352, 0.486, -0.052], [-0.061, 0.227, 0.083], [0.114, -0.079, -0.062], [-0.148, -0.118, 0.543], [0.228, -0.108, 0.196], [-0.209, 0.363, 0.010], [0.242, 1.870, -0.972], [-3.648, -7.050, 1.862], [0.866, 0.037, -0.457], [3.608, 2.272, -0.685], [0.064, 0.912, -0.073], [-2.607, 2.104, -3.917], [2.609, 1.716, 2.184], [-0.824, -2.297, 2.234], [0.148, 0.620, 0.158], [-0.789, -4.066, 3.947], [-2.865, 8.100, -4.665], [-1.106, -0.970, -0.017], [3.810, 0.072, 1.584], [-0.245, 0.173, 0.500], [-1.889, -5.579, -0.412], [3.470, 1.968, 1.118], [-0.244, 0.776, -1.678], [0.133, -0.142, 0.151], [-3.846, 2.130, 0.442], [6.696, -4.296, 5.442], [-2.017, -0.746, -0.769], [-1.541, 0.634, -1.453], [1.925, 0.120, -1.130], [-4.261, 4.208, -1.346], [1.471, -1.427, 0.830], [1.186, -0.942, 0.235], [-0.006, 0.389, -2.627], [8.519, -0.574, -3.850], [-11.476, 0.751, 4.190], [0.066, 0.289, -0.887], [0.785, -0.572, 1.539], [0.160, -1.860, -0.499], [2.747, -0.014, -2.127], [0.703, 0.181, 1.702], [-0.711, 0.477, 0.186], [-0.183, 0.862, -0.077], [-2.360, 4.613, -2.993], [0.877, -7.880, 7.403], [-0.747, 1.555, 0.374], [0.216, -0.373, -2.648], [-0.514, 0.197, -0.271], [1.956, 4.808, -5.343], [-0.084, -2.640, -0.308], [1.491, 1.249, 2.077], [-1.475, -1.567, 1.900], [1.674, 0.228, -4.785], [-0.021, -6.366, 6.669], [-0.985, 0.438, -1.317], [0.378, 3.048, -0.853], [-0.158, 0.728, 0.372], [0.726, 3.046, -3.136], [-0.342, -0.334, 3.158], [-1.755, -0.249, -0.422], [0.570, 0.103, 0.242]]}